Formula: C3H4N4O
Source: OMol25
Level of theory: wB97M-V/def2-TZVPD

Calculated values
HOMO energy = -9.4184 eV
frontier orbital gap = 8.9 eV
relative energy (zero: lowest compared OMol25 entry of this formula, charge and spin) = 413.76 kJ/mol
E_LUMO = -0.5 eV

ORCA input file:
```
! wB97M-V def2-TZVPD RIJCOSX def2/J DEFGRID3
* xyz 0 1
C -0.2458 -1.5231 0.0378
C 0.5094 -0.1163 1.4006
C 0.1963 0.8133 -0.7132
H -1.4263 -2.3410 -1.2419
H 0.4690 0.4936 2.3296
H 0.4605 2.1353 1.0468
H 0.1979 2.5914 -1.7569
N -0.8771 -2.5999 -0.2679
N 0.0425 -1.2181 1.2834
N 0.6428 0.9556 0.5341
N 0.0868 1.4499 -1.7236
O -0.0561 -0.6408 -0.9288
*
```

***

Formula: C3H4N4O2
Source: OMol25
Level of theory: wB97M-V/def2-TZVPD

Calculated values
HOMO energy (spin up / spin down) = -9.6118 / -9.6150 eV
frontier orbital gap (spin up / spin down) = 5.7 / 5.7 eV
relative energy (zero: lowest compared OMol25 entry of this formula, charge and spin) = 806.94 kJ/mol
E_LUMO (spin up / spin down) = -3.9 / -3.9 eV

ORCA input file:
```
! wB97M-V def2-TZVPD RIJCOSX def2/J DEFGRID3
* xyz 0 1
C 2.5492 0.2247 0.0408
C 1.5780 -0.7271 0.1544
C 0.6303 1.2626 -0.1104
N 1.9283 1.4330 -0.1238
N 0.4207 -0.0282 0.0478
N -1.6837 -0.9854 0.2102
N -2.6324 -0.1110 0.0058
O -2.4466 1.0552 0.2175
O -3.6926 -0.6402 -0.3189
H 3.6157 0.1615 0.0644
H 1.5920 -1.7868 0.2919
H -0.1254 2.0125 -0.2006
H -1.7335 -1.8708 -0.2793
*
```

***

Formula: C3H4N4S
Source: OMol25
Level of theory: wB97M-V/def2-TZVPD

Calculated values
HOMO energy = -8.2078 eV
frontier orbital gap = 7.9 eV
relative energy (zero: lowest compared OMol25 entry of this formula, charge and spin) = 96.78 kJ/mol
E_LUMO = -0.4 eV

ORCA input file:
```
! wB97M-V def2-TZVPD RIJCOSX def2/J DEFGRID3
* xyz 0 1
C 0.5862 0.4287 0.0030
C -1.6625 0.8853 0.0050
C -1.9749 -0.5183 -0.0042
H 4.0260 0.5934 0.0065
H -2.4903 1.5892 -0.0068
H -2.9828 -0.9194 0.0072
H 0.9469 -1.6644 -0.0035
N 1.7805 0.8738 -0.0045
N -0.4603 1.3602 -0.0013
N -1.0303 -1.4082 0.0030
N 0.2299 -0.9300 -0.0053
S 3.0316 -0.2905 0.0009
*
```

***

Formula: C3H4N5O2S
Source: OMol25
Level of theory: wB97M-V/def2-TZVPD

Calculated values
HOMO energy = -13.6327 eV
frontier orbital gap = 8.6 eV
relative energy (zero: lowest compared OMol25 entry of this formula, charge and spin) = 108.95 kJ/mol
E_LUMO = -5.0 eV

ORCA input file:
```
! wB97M-V def2-TZVPD RIJCOSX def2/J DEFGRID3
* xyz 1 1
C 0.9596 1.5649 -0.0744
C 1.6217 0.3597 -0.0525
C -0.9175 0.2210 0.0280
N -2.6762 -4.0859 -0.1573
N -2.6566 -2.9926 -0.0679
N -0.3858 1.4651 0.0513
N -2.2056 -0.1194 0.1437
N 3.0639 0.1876 -0.0372
O 3.7769 1.1307 -0.2078
O 3.3901 -0.9757 0.1418
S 0.7482 -1.0756 0.1668
H 1.2940 2.6020 -0.2195
H -0.8952 2.2813 0.2880
H -2.8049 0.6214 -0.1397
H -2.3126 -1.1846 0.1369
*
```

***

Formula: C3H4NO
Source: OMol25
Level of theory: wB97M-V/def2-TZVPD

Calculated values
HOMO energy = -2.0918 eV
frontier orbital gap = 6.2 eV
relative energy (zero: lowest compared OMol25 entry of this formula, charge and spin) = 219.76 kJ/mol
E_LUMO = 4.1 eV

ORCA input file:
```
! wB97M-V def2-TZVPD RIJCOSX def2/J DEFGRID3
* xyz -1 1
C 0.3016 -0.2736 0.0986
C 0.8543 -1.1461 0.7187
C -0.5037 0.6923 -0.6541
N 2.1531 -2.0891 1.6606
O 2.7725 -2.9514 0.9129
H -0.2569 1.7161 -0.3557
H -0.3073 0.5881 -1.7289
H -1.5730 0.5308 -0.4794
H 1.4341 -2.5914 2.2503
*
```

***

Formula: C3H4NO
Source: OMol25
Level of theory: wB97M-V/def2-TZVPD

Calculated values
HOMO energy = -15.5264 eV
frontier orbital gap = 8.8 eV
relative energy (zero: lowest compared OMol25 entry of this formula, charge and spin) = 418.75 kJ/mol
E_LUMO = -6.7 eV

ORCA input file:
```
! wB97M-V def2-TZVPD RIJCOSX def2/J DEFGRID3
* xyz 1 1
C 0.3610 1.0013 -0.1363
C 0.5234 -1.0678 -0.0164
C 1.6444 -0.0234 0.0004
N -0.4358 -0.2173 -0.0902
O 2.7930 0.0327 0.1216
H 0.3137 1.5281 0.8034
H 0.3314 1.6917 -1.0075
H 0.5203 -2.8933 0.3094
H -1.4751 -0.3663 -0.4299
*
```

***

Formula: C3H4NO
Source: OMol25
Level of theory: wB97M-V/def2-TZVPD

Calculated values
HOMO energy = -17.1381 eV
frontier orbital gap = 10.4 eV
relative energy (zero: lowest compared OMol25 entry of this formula, charge and spin) = 405.87 kJ/mol
E_LUMO = -6.7 eV

ORCA input file:
```
! wB97M-V def2-TZVPD RIJCOSX def2/J DEFGRID3
* xyz 1 1
C 1.3757 0.0232 0.0109
C -0.2401 -0.8033 -0.0336
C -0.3710 0.8394 0.0386
N 1.2325 -1.1762 -0.1073
O 0.9938 1.3033 0.0787
H -0.6533 -1.1841 0.9996
H -0.5561 -1.3990 -0.9939
H -0.8680 1.2362 -0.9782
H -0.9134 1.1605 0.9852
*
```

***

Formula: C3H4NO
Source: OMol25
Level of theory: wB97M-V/def2-TZVPD

Calculated values
HOMO energy (spin up / spin down) = -11.9310 / -18.5342 eV
frontier orbital gap (spin up / spin down) = 6.0 / 10.0 eV
relative energy (zero: lowest compared OMol25 entry of this formula, charge and spin) = 30.47 kJ/mol
E_LUMO (spin up / spin down) = -5.9 / -8.5 eV

ORCA input file:
```
! wB97M-V def2-TZVPD RIJCOSX def2/J DEFGRID3
* xyz 1 3
C 1.1023 0.0807 0.2953
C 0.8261 1.3450 0.5756
C -1.1392 -0.3698 -0.4796
N 0.0709 -0.7227 -0.3350
O 0.3904 2.3418 0.8357
H 1.8931 -0.4704 0.5843
H -1.7725 -1.1308 -0.5915
H -1.6415 0.6625 -0.6088
H 0.2705 -1.7362 -0.2762
*
```

***

Formula: C3H4NO2
Source: OMol25
Level of theory: wB97M-V/def2-TZVPD

Calculated values
HOMO energy = -1.5550 eV
frontier orbital gap = 5.3 eV
relative energy (zero: lowest compared OMol25 entry of this formula, charge and spin) = 256.76 kJ/mol
E_LUMO = 3.8 eV

ORCA input file:
```
! wB97M-V def2-TZVPD RIJCOSX def2/J DEFGRID3
* xyz -1 1
C 0.1447 0.3632 -0.3459
C -2.6752 -0.0583 0.6214
C 1.3430 -0.1650 0.4380
N 0.3217 0.6537 -1.5819
O -2.6240 0.5980 1.6140
O -2.8420 -0.7474 -0.2814
H 1.3448 -1.3504 0.3196
H 1.4113 0.1615 1.4774
H 2.2851 0.0967 -0.2115
H 1.2908 0.4481 -2.0498
*
```

***

Formula: C3H4NO2
Source: OMol25
Level of theory: wB97M-V/def2-TZVPD

Calculated values
HOMO energy = -16.7864 eV
frontier orbital gap = 9.0 eV
relative energy (zero: lowest compared OMol25 entry of this formula, charge and spin) = 411.39 kJ/mol
E_LUMO = -7.7 eV

ORCA input file:
```
! wB97M-V def2-TZVPD RIJCOSX def2/J DEFGRID3
* xyz 1 1
C 0.7592 -0.0304 -1.8346
C 0.7943 -0.0166 -0.3195
C -0.7760 0.2709 -0.3254
N -0.6011 0.7286 -1.6348
O 1.4380 -0.3083 -2.7229
O -1.0055 1.7344 -2.0538
H 0.9917 -0.9467 0.0757
H 1.3650 0.8915 -0.0424
H -1.2222 -0.6903 -0.5341
H -1.1781 0.9926 0.5092
*
```